The following is a quantum chemistry calculation of 2 unconnected molecules or ions with the total composition C10H16O at a distorted geometry, from OMol25.

Each line ends with the natural charge from an NBO analysis.
Element x y z (Å)
C  2.231  1.350  1.967  -0.40
C  2.011  2.317  0.837  -0.62
C  1.105  1.292  3.074  -0.61
H  3.259  1.612  2.312  0.20
H  2.273  0.245  1.654  0.20
H  1.914  3.354  1.131  0.20
H  2.775  2.335  0.050  0.21
H  0.923  2.170  3.622  0.20
H  1.307  0.417  3.719  0.21
H  1.123  2.185  0.230  0.21
H  0.049  1.061  2.713  0.20
C  -0.680  -3.510  -1.238  -0.63
C  -0.013  -1.162  -1.863  -0.19
C  -0.864  -2.045  -1.205  -0.06
C  -0.373  0.105  -2.037  -0.24
C  -2.074  -1.591  -0.805  -0.17
C  -1.556  0.622  -1.355  0.30
C  -2.394  -0.201  -0.721  -0.30
O  -1.748  1.980  -1.549  -0.68
H  0.905  -1.555  -2.214  0.21
H  0.015  0.812  -2.733  0.22
H  -1.329  -3.834  -2.087  0.22
H  -1.059  -4.219  -0.465  0.23
H  -2.668  -2.337  -0.438  0.20
H  -3.279  0.140  -0.235  0.21
H  -2.286  2.339  -0.891  0.48
H  0.433  -3.880  -1.473  0.21

The relative energy (zero: lowest compared OMol25 entry of this formula, charge and spin) comes out at 53.2 kcal per mole. The spin multiplicity is 1. The energy is -12675.4171 eV.

***

The following is a quantum chemistry calculation of 2 unconnected molecules or ions with the total composition C10H16O at a distorted geometry, from OMol25.

Each line ends with the natural charge from an NBO analysis.
Element x y z (Å)
C  -0.382  2.961  2.139  -0.63
C  0.204  2.656  -0.376  -0.19
C  0.351  2.329  0.955  -0.04
C  0.893  2.038  -1.405  -0.27
C  1.848  1.079  -1.046  0.30
C  1.406  1.478  1.316  -0.19
C  2.071  0.810  0.318  -0.28
O  2.574  0.477  -2.007  -0.66
H  -0.644  3.331  -0.488  0.21
H  0.727  2.208  -2.465  0.23
H  -1.256  3.577  1.952  0.22
H  0.315  3.325  2.885  0.22
H  1.854  1.517  2.301  0.21
H  3.199  -0.125  -1.634  0.48
H  2.999  0.250  0.459  0.20
H  -0.741  2.049  2.637  0.22
C  -1.127  -3.026  0.015  -0.39
C  -2.305  -2.053  0.035  -0.61
C  -0.693  -3.213  -1.508  -0.61
H  -1.333  -4.049  0.358  0.19
H  -0.379  -2.545  0.646  0.20
H  -2.810  -2.081  1.005  0.21
H  -1.956  -1.062  -0.204  0.21
H  -0.189  -2.274  -1.736  0.20
H  -3.093  -2.273  -0.693  0.19
H  -1.621  -3.416  -2.023  0.21
H  0.087  -3.968  -1.437  0.21

The relative energy (zero: lowest compared OMol25 entry of this formula, charge and spin) comes out at 39.9 kcal per mole. The spin multiplicity is 1. The energy is -12675.9932 eV.

***

The following is a quantum chemistry calculation of 2 unconnected molecules or ions with the total composition C10H16O at a distorted geometry, from OMol25.

Each line ends with the natural charge from an NBO analysis.
Element x y z (Å)
C  -2.389  2.614  0.294  -0.63
C  0.157  0.663  2.278  -0.22
C  -0.384  -0.621  2.203  -0.20
C  -0.597  1.720  1.812  -0.21
C  -1.759  1.491  1.066  -0.02
C  -1.599  -0.857  1.600  -0.19
C  -2.320  0.223  1.086  -0.22
H  1.185  0.802  2.579  0.21
H  0.176  -1.467  2.596  0.21
H  -0.240  2.736  1.872  0.20
H  -1.965  -1.865  1.567  0.21
H  -1.740  3.296  -0.264  0.22
H  -2.894  3.245  1.017  0.22
H  -3.232  0.119  0.518  0.21
H  -3.143  2.268  -0.417  0.22
C  1.480  -0.851  -1.544  0.09
C  2.855  -0.662  -2.175  -0.65
C  0.800  -2.174  -1.863  -0.63
O  1.640  -0.942  -0.091  -0.75
H  0.772  -0.044  -1.671  0.17
H  3.249  0.344  -2.251  0.21
H  -0.265  -2.027  -1.665  0.22
H  0.782  -2.445  -2.922  0.21
H  1.158  -2.972  -1.231  0.23
H  1.880  -0.079  0.291  0.47
H  2.881  -1.221  -3.105  0.21
H  3.510  -1.294  -1.580  0.22

The relative energy (zero: lowest compared OMol25 entry of this formula, charge and spin) comes out at 31.7 kcal per mole. The spin multiplicity is 1. The energy is -12676.3493 eV.

***

The following is a quantum chemistry calculation of 2 unconnected molecules or ions with the total composition C10H16O at a distorted geometry, from OMol25.

Each line ends with the natural charge from an NBO analysis.
Element x y z (Å)
C  -0.297  -2.453  -0.260  -0.60
C  -1.059  -2.636  -1.623  -0.60
H  -0.452  -3.558  0.210  0.23
H  0.664  -2.197  -0.447  0.18
H  -0.679  -1.624  0.329  0.18
H  -0.718  -3.470  -2.185  0.23
H  -0.892  -1.553  -2.040  0.17
H  -2.172  -2.740  -1.552  0.22
C  1.067  0.553  -1.465  -0.45
C  1.923  1.871  -1.775  -0.60
C  0.327  0.529  -0.087  0.22
C  1.035  0.294  1.144  -0.10
C  -1.016  0.920  0.072  -0.24
C  0.436  0.688  2.410  -0.27
C  -1.640  1.337  1.263  -0.15
C  -0.851  1.147  2.440  0.41
O  -1.527  1.379  3.522  -0.53
H  0.304  0.613  -2.179  0.23
H  1.636  -0.406  -1.465  0.25
H  2.250  1.824  -2.880  0.25
H  1.946  -0.107  1.117  0.23
H  -1.520  1.149  -1.004  0.26
H  0.869  0.715  3.471  0.25
H  -2.664  1.739  1.315  0.27
H  -1.084  1.155  4.288  0.50
H  2.709  2.037  -1.068  0.22
H  1.404  2.793  -1.553  0.22

The relative energy (zero: lowest compared OMol25 entry of this formula, charge and spin) comes out at 62.2 kcal per mole. The spin multiplicity is 2. The expectation value of S² is 0.77. The energy is -12666.4811 eV. As for the total charge: +1.

***

The following is a quantum chemistry calculation of 2 unconnected molecules or ions with the total composition C10H16O at a distorted geometry, from OMol25.

Each line ends with the natural charge from an NBO analysis.
Element x y z (Å)
C  -1.486  -2.444  2.512  -0.69
C  -0.275  -0.377  1.780  -0.16
C  -1.460  -1.160  1.800  0.18
C  -0.287  0.877  1.244  -0.22
C  -1.441  1.284  0.505  0.46
C  -2.625  -0.694  1.124  -0.17
C  -2.625  0.501  0.463  -0.20
O  -1.437  2.392  -0.187  -0.54
H  0.664  -0.783  2.125  0.25
H  0.521  1.594  1.383  0.25
H  -1.201  -3.306  1.895  0.28
H  -2.427  -2.726  2.985  0.26
H  -3.565  -1.204  1.253  0.25
H  -0.536  2.768  -0.290  0.52
H  -3.555  0.874  0.049  0.27
H  -0.774  -2.500  3.330  0.25
C  1.736  -0.064  -2.043  -0.40
C  2.658  0.238  -0.856  -0.61
C  1.626  1.091  -3.046  -0.63
H  0.732  -0.265  -1.641  0.17
H  2.114  -0.939  -2.557  0.22
H  2.658  -0.574  -0.115  0.20
H  3.684  0.147  -1.183  0.22
H  2.438  1.826  -2.992  0.22
H  2.462  1.207  -0.413  0.19
H  0.622  1.508  -3.069  0.20
H  1.779  0.730  -4.057  0.23

The relative energy (zero: lowest compared OMol25 entry of this formula, charge and spin) comes out at 12.4 kcal per mole. The spin multiplicity is 2. The expectation value of S² is 0.77. The energy is -12668.6432 eV. As for the total charge: +1.

***

The following is a quantum chemistry calculation of 2 unconnected molecules or ions with the total composition C10H16O at a distorted geometry, from OMol25.

Each line ends with the natural charge from an NBO analysis.
Element x y z (Å)
C  -1.600  -1.853  2.474  -0.70
C  0.736  -2.056  1.553  -0.17
C  -0.661  -1.857  1.349  0.20
C  1.537  -2.138  0.461  -0.19
C  1.036  -1.757  -0.816  0.46
C  -1.176  -1.619  0.032  -0.17
C  -0.368  -1.595  -1.052  -0.21
O  1.901  -1.652  -1.798  -0.55
H  1.074  -2.319  2.550  0.26
H  2.614  -2.200  0.503  0.26
H  -1.238  -2.525  3.260  0.25
H  -2.601  -2.205  2.230  0.26
H  -2.252  -1.650  -0.062  0.25
H  1.477  -1.883  -2.642  0.52
H  -0.721  -1.584  -2.074  0.25
H  -1.733  -0.923  3.033  0.29
C  -0.345  2.749  -1.168  -0.40
C  -0.337  2.898  0.362  -0.61
C  1.067  2.527  -1.710  -0.60
H  -0.739  3.638  -1.669  0.21
H  -1.027  1.935  -1.407  0.18
H  -1.057  3.623  0.741  0.23
H  -0.443  1.913  0.813  0.18
H  1.349  1.478  -1.544  0.17
H  0.648  3.230  0.713  0.21
H  1.794  3.240  -1.334  0.22
H  1.065  2.586  -2.798  0.21

The relative energy (zero: lowest compared OMol25 entry of this formula, charge and spin) comes out at 14.3 kcal per mole. The spin multiplicity is 2. The expectation value of S² is 0.77. The energy is -12668.5609 eV. As for the total charge: +1.